(1)
Here is a molecular structure, C26H29HoNOP2Se at a distorted geometry from the Open Molecules 2025 dataset. Energies are from the ωB97M-V functional and the def2-TZVPD basis.

Positions of all 61 atoms, in Å:
C (-1.885, -3.145, 2.156)
C (-1.061, -2.413, 1.294)
C (-1.625, -1.282, 0.644)
C (-2.943, -0.952, 0.960)
C (-3.817, -1.831, 1.588)
C (-3.262, -2.906, 2.266)
C (-3.861, 0.584, -0.673)
C (-2.752, 0.573, -1.680)
C (-1.448, 0.064, -1.507)
C (-0.540, 0.172, -2.623)
C (-0.924, 0.909, -3.744)
C (-2.217, 1.418, -3.868)
C (-3.127, 1.196, -2.865)
H (-1.431, -3.923, 2.767)
H (-4.885, -1.621, 1.504)
H (-3.901, -3.531, 2.884)
H (-4.547, -0.272, -0.848)
H (-0.208, 1.085, -4.550)
H (-2.532, 1.967, -4.757)
H (-4.173, 1.505, -2.948)
N (-0.927, -0.391, -0.238)
Ho (0.425, 0.863, 0.480)
C (0.411, -2.726, 1.173)
H (0.724, -2.902, 0.131)
H (0.649, -3.614, 1.772)
C (0.818, -0.503, -2.628)
H (0.782, -1.511, -2.188)
H (1.212, -0.588, -3.653)
P (1.457, -1.330, 1.833)
P (2.236, 0.427, -1.708)
C (2.568, 1.762, -2.884)
H (3.340, 2.431, -2.481)
H (2.917, 1.313, -3.824)
H (1.656, 2.342, -3.067)
C (3.564, -0.762, -2.071)
H (3.571, -0.941, -3.156)
H (4.540, -0.366, -1.762)
H (3.382, -1.706, -1.542)
C (1.207, -1.500, 3.628)
H (1.877, -2.272, 4.029)
H (1.446, -0.538, 4.099)
H (0.166, -1.751, 3.865)
C (3.117, -2.015, 1.585)
H (3.806, -1.178, 1.422)
H (3.419, -2.577, 2.477)
H (3.146, -2.672, 0.707)
C (-3.321, 0.459, 0.705)
O (-3.188, 1.391, 1.492)
H (-4.405, 1.422, -0.749)
Se (3.618, 1.521, 0.197)
C (2.168, 2.495, 0.996)
C (1.759, 2.117, 2.302)
C (0.413, 2.249, 2.674)
C (-0.508, 2.837, 1.789)
C (-0.069, 3.369, 0.567)
C (1.276, 3.238, 0.182)
H (2.490, 1.659, 2.965)
H (0.086, 1.900, 3.653)
H (-1.558, 2.920, 2.079)
H (-0.770, 3.898, -0.085)
H (1.641, 3.633, -0.766)

Cartesian forces, eV/Å:
-0.0992 0.1004 0.1517
-0.1129 0.5239 -0.2431
-0.3665 -0.0458 0.0136
0.6046 -0.0904 0.8339
0.2600 0.2115 -0.0155
0.0543 -0.1034 -0.3387
0.9693 -2.9213 0.6649
0.1349 0.1493 -0.3833
0.2118 0.1867 -0.1844
0.1756 -0.1441 0.6868
-0.2332 0.1835 -0.0641
0.2528 0.0741 -0.5532
-0.1309 -0.1477 0.0811
-0.1173 -0.0257 -0.2374
0.2268 -0.0803 0.6665
0.2314 -0.0615 -0.1479
0.3749 0.2935 0.0764
-0.1708 -0.2398 0.2091
0.2579 -0.1919 0.1939
0.4507 0.0982 -0.1456
-2.3604 -2.9665 -1.3762
2.4917 -0.0179 -0.1982
-0.0246 0.1360 0.0930
-0.1626 0.0526 0.2828
0.0016 0.0393 -0.2310
0.7747 0.1938 -0.4566
-0.0941 0.2740 -0.0710
-0.5462 -0.2188 0.0750
-0.3483 -1.2804 -0.0024
-2.8575 -0.3140 -0.8961
0.1357 0.2758 -0.3760
-0.2297 -0.2441 -0.2235
-0.0904 0.2538 0.0809
0.1477 -0.1692 -0.0203
0.2376 -0.1360 0.3315
0.0183 0.0098 0.3262
-0.2010 -0.1241 -0.1162
0.0772 0.1956 -0.1885
0.0675 0.3012 0.3498
-0.2674 0.1769 -0.0482
-0.0286 -0.2991 0.0977
0.1717 0.0893 -0.1154
0.5974 0.2660 -0.0251
0.0257 -0.3068 0.0813
-0.0039 0.0488 -0.3120
-0.0455 0.1608 0.1992
-0.5920 0.4910 -0.0706
0.0712 -1.3630 -0.7936
-1.8873 3.2306 -0.4575
0.4870 1.3881 2.2789
1.6027 -0.2200 -0.2841
-0.5854 0.4053 0.4829
0.9352 0.3468 0.3361
-0.7288 0.9131 -0.0817
0.0316 0.9023 0.5290
-0.0048 0.1908 -0.3495
-0.1816 -0.0183 -0.1482
0.0058 0.0611 -0.2278
0.3928 -0.0894 -0.1877
0.1900 -0.2695 0.2256
-0.1969 -0.1348 0.2229

Net charge: +1
E_LUMO (alpha / beta) in eV: -3.629 / -3.547
DFT total energy in Ha: -5170.145821
2S+1: 5
Highest occupied orbital energy (alpha / beta) in eV: -9.681 / -9.687
Kohn-Sham gap (alpha / beta) in hartree: 0.22241 / 0.22567
Relative energy (zero: lowest compared OMol25 entry of this formula, charge and spin) in kcal/mol: 28.68
Largest force on an atom in eV/A: 4.0

=====

(2)
Here is a molecular structure, C26H29IN4O5SY from the Open Molecules 2025 dataset. Energies are from the ωB97M-V functional and the def2-TZVPD basis.

Positions of all 67 atoms, in Å:
Y (-0.136, -0.522, 0.425)
C (-4.048, -2.755, -0.295)
C (-3.109, -2.866, -1.453)
N (-3.224, -3.867, -2.287)
C (-2.345, -3.971, -3.309)
C (-1.332, -3.078, -3.537)
C (-0.428, -3.278, -4.719)
O (-0.648, -2.306, -5.750)
C (-1.179, -1.986, -2.646)
C (-0.183, -0.965, -2.917)
N (0.258, -0.141, -2.038)
C (1.166, 0.859, -2.440)
C (2.321, 0.556, -3.154)
C (3.217, 1.560, -3.487)
C (2.967, 2.868, -3.104)
C (1.824, 3.176, -2.380)
C (0.927, 2.175, -2.043)
I (-0.774, 2.605, -0.935)
C (-2.077, -1.862, -1.565)
O (-2.042, -0.907, -0.700)
H (-4.789, -3.549, -0.359)
H (-4.535, -1.779, -0.289)
H (-3.485, -2.835, 0.638)
H (-2.464, -4.834, -3.956)
H (-0.576, -4.287, -5.116)
H (0.624, -3.183, -4.445)
H (-1.602, -2.198, -5.827)
H (0.157, -0.888, -3.953)
H (2.520, -0.476, -3.410)
H (4.118, 1.313, -4.033)
H (3.669, 3.654, -3.353)
H (1.632, 4.195, -2.071)
C (5.454, 3.384, 2.699)
O (4.632, 3.187, 3.831)
C (3.450, 2.535, 3.638)
C (2.693, 2.326, 4.808)
C (1.498, 1.674, 4.698)
C (0.981, 1.212, 3.468)
C (-0.357, 0.661, 3.413)
C (-1.071, 0.160, 4.643)
O (-0.994, 0.568, 2.350)
C (1.771, 1.405, 2.283)
O (1.444, 0.966, 1.125)
C (3.008, 2.100, 2.416)
H (6.346, 3.890, 3.059)
H (4.957, 4.007, 1.950)
H (5.731, 2.430, 2.243)
H (3.070, 2.685, 5.755)
H (0.913, 1.535, 5.597)
H (-0.465, 0.113, 5.541)
H (-1.407, -0.846, 4.385)
H (-1.952, 0.779, 4.821)
H (3.573, 2.223, 1.504)
C (3.151, -4.227, 1.683)
N (1.815, -3.844, 2.096)
C (0.918, -3.385, 1.020)
N (0.612, -4.595, 0.242)
S (-0.597, -2.725, 1.879)
H (3.700, -4.581, 2.559)
H (3.738, -3.426, 1.210)
H (3.079, -5.048, 0.970)
H (1.842, -3.123, 2.806)
H (0.002, -4.318, -0.524)
H (0.041, -5.183, 0.844)
C (1.456, -2.282, 0.103)
H (2.476, -1.995, 0.387)
H (1.542, -2.662, -0.927)

Cartesian forces, eV/Å:
-0.2039 -0.2843 0.3808
-0.0231 -0.0343 -0.0390
0.0327 -0.0097 0.0171
-0.0232 0.0021 0.0104
0.0977 -0.0031 -0.0457
-0.0673 -0.0378 0.0306
0.0076 -0.0060 -0.0284
-0.0078 -0.0058 -0.0057
0.0871 0.1110 -0.0489
-0.1393 -0.1330 0.0780
0.0484 0.0412 -0.0744
-0.1480 -0.1570 0.1137
0.0698 0.1397 -0.0145
-0.0347 -0.0795 0.0017
0.0237 0.0470 -0.0045
-0.0576 0.0300 0.0347
0.3254 -0.0295 -0.1680
-0.1503 0.2303 0.0034
0.0344 0.1296 0.1087
0.0080 -0.0215 -0.1388
-0.0077 0.0070 0.0263
-0.0033 0.0075 0.0066
0.0169 0.0001 -0.0015
-0.0166 -0.0042 -0.0042
0.0024 0.0117 0.0073
-0.0090 -0.0008 0.0230
-0.0001 0.0117 -0.0134
0.0439 0.0383 0.0228
-0.0059 -0.0151 0.0032
0.0071 0.0085 -0.0030
0.0013 0.0053 -0.0025
0.0010 0.0046 0.0024
-0.0054 -0.0066 0.0071
-0.0454 -0.0276 0.0043
0.1074 0.0743 0.0384
-0.0497 -0.0382 -0.0556
0.0329 0.0118 0.0348
0.0010 0.0611 0.0899
0.0271 0.0409 -0.1457
0.0187 0.0062 -0.0364
0.0562 -0.0442 -0.0164
-0.0345 -0.0050 -0.0811
-0.1380 -0.0886 0.0058
-0.0641 -0.0806 0.0003
-0.0025 0.0007 -0.0164
0.0064 -0.0058 -0.0019
0.0060 0.0132 -0.0093
0.0087 0.0046 0.0086
-0.0086 -0.0027 0.0011
0.0172 -0.0005 0.0009
-0.0143 0.0050 0.0187
-0.0234 -0.0055 -0.0062
0.0227 0.0210 0.0084
0.0394 -0.0660 -0.0408
-0.0865 0.1357 0.0938
0.2443 -0.2699 -0.1353
-0.1767 0.1821 0.0435
-0.0324 0.1636 0.1684
0.0079 -0.0040 -0.0050
-0.0029 0.0078 0.0021
0.0011 0.0176 -0.0031
-0.0039 -0.0159 -0.0273
0.0516 -0.0137 0.0039
0.0359 -0.0311 -0.0297
0.1252 -0.0288 -0.3217
-0.0508 0.0285 0.0792
0.0196 -0.0435 0.0446

Net charge: -1
E_LUMO in eV: 2.173
DFT total energy in Ha: -2337.805443
Highest occupied orbital energy in eV: -4.076
Kohn-Sham gap in hartree: 0.22965
Relative energy (zero: lowest compared OMol25 entry of this formula, charge and spin) in kcal/mol: 0.00
Largest force on an atom in eV/A: 0.5

=====

(3)
Here is 2 unconnected molecules or ions with the total composition C26H29N2O at a distorted geometry from the Open Molecules 2025 dataset. Energies are from the ωB97M-V functional and the def2-TZVPD basis.

Positions of all 58 atoms, in Å:
C (3.349, -1.461, 2.824)
N (2.144, -2.235, 2.972)
C (2.331, -3.667, 3.010)
C (1.136, -4.369, 3.611)
C (-0.164, -3.817, 3.073)
N (-0.177, -2.380, 3.178)
C (-1.477, -1.764, 3.102)
C (0.931, -1.626, 2.895)
C (0.761, -0.260, 2.608)
H (3.242, -0.478, 3.294)
H (4.184, -1.983, 3.307)
H (3.629, -1.298, 1.770)
H (2.510, -4.040, 1.987)
H (3.239, -3.869, 3.596)
H (1.193, -5.441, 3.401)
H (1.162, -4.241, 4.699)
H (-0.288, -4.116, 2.016)
H (-1.022, -4.199, 3.643)
H (-1.564, -0.919, 3.797)
H (-1.701, -1.380, 2.093)
H (-2.239, -2.509, 3.362)
H (0.138, 0.277, 3.341)
H (1.538, 0.258, 2.056)
C (-3.265, 0.246, -6.801)
C (-2.275, 1.212, -6.611)
C (-1.160, 0.940, -5.811)
C (-1.062, -0.314, -5.205)
O (0.031, -0.579, -4.365)
C (0.035, -0.033, -3.076)
C (-0.633, -0.731, -2.059)
C (-0.592, -0.238, -0.771)
C (0.065, 0.979, -0.455)
C (-0.078, 1.504, 0.864)
C (0.050, 2.889, 1.184)
C (0.181, 3.292, 2.548)
C (0.304, 4.629, 2.895)
C (0.340, 5.619, 1.904)
C (0.223, 5.257, 0.555)
C (0.031, 3.928, 0.197)
C (0.840, 1.583, -1.491)
C (0.769, 1.130, -2.796)
C (-2.013, -1.314, -5.428)
C (-3.132, -1.014, -6.213)
H (-4.141, 0.470, -7.413)
H (-2.358, 2.191, -7.084)
H (-0.367, 1.672, -5.652)
H (-1.168, -1.653, -2.291)
H (-1.081, -0.780, 0.040)
H (-0.618, 0.877, 1.585)
H (0.199, 2.512, 3.315)
H (0.378, 4.905, 3.945)
H (0.482, 6.660, 2.175)
H (0.283, 6.017, -0.229)
H (-0.140, 3.675, -0.852)
H (1.500, 2.422, -1.277)
H (1.274, 1.643, -3.618)
H (-1.865, -2.295, -4.979)
H (-3.893, -1.781, -6.361)

Cartesian forces, eV/Å:
0.5969 0.4939 -0.1875
-0.2885 0.4647 -0.2896
0.0959 -0.5001 -0.5078
0.0145 -0.3258 0.5234
0.0618 -0.3625 -0.0956
-0.0156 0.2912 0.3299
-0.4264 0.3003 -0.0564
-0.2084 0.1336 0.1366
0.4938 -0.3435 0.7946
-0.0653 -0.2485 -0.0599
-0.2635 0.0526 -0.0993
-0.0796 -0.0730 0.1810
0.0543 0.0240 0.1833
-0.3104 -0.0069 -0.1653
0.0385 0.1149 0.0701
-0.0807 -0.0233 -0.1132
-0.0666 -0.0170 0.1962
0.3445 -0.0439 -0.2209
-0.0600 -0.2771 -0.1135
0.0682 -0.0919 0.1706
0.2443 0.2506 -0.0213
0.2137 -0.1647 -0.8096
0.3235 0.0306 0.8703
0.0509 -0.0238 0.0707
0.1983 -0.0450 0.1171
-0.2923 -0.3528 0.0391
-0.5149 0.2077 -0.0517
0.3456 0.4823 1.0376
-0.4172 -0.4037 -0.9369
0.0168 0.0759 0.0928
-0.1700 0.0392 0.1542
0.7629 -0.4401 -0.2919
-1.9456 0.2780 -1.0889
0.6897 1.1175 0.4752
-0.2520 -0.3724 -0.3575
-0.0086 0.0153 -0.0724
0.1477 -0.5476 -0.2016
-0.1250 -0.0998 0.0364
0.3504 -0.2901 0.1685
-0.2178 0.1565 0.0518
-0.0588 -0.3575 -0.1646
0.1575 0.5051 0.1044
0.2840 -0.0720 0.0474
0.3194 -0.0628 0.2036
-0.0289 -0.2877 0.1003
-0.2791 -0.1373 -0.0730
0.2152 0.3054 0.0116
0.0733 0.1394 -0.2436
0.3775 0.3503 -0.6065
0.0021 0.3757 -0.2250
0.0363 -0.0552 -0.2512
-0.0813 -0.1311 -0.0057
-0.1801 -0.2549 0.3417
-0.0224 0.1570 0.4828
-0.2165 -0.1755 0.0491
0.0058 -0.2572 0.3873
-0.1173 0.2265 -0.0941
0.2098 0.2569 -0.0232

Net charge: +1
E_LUMO in eV: -5.034
DFT total energy in Ha: -1192.561689
Highest occupied orbital energy in eV: -9.949
Kohn-Sham gap in hartree: 0.18065
Relative energy (zero: lowest compared OMol25 entry of this formula, charge and spin) in kcal/mol: 60.18
Largest force on an atom in eV/A: 2.2